No. 1
8
Properties=species:S:1:pos:R:3 method="wB97M-V/def2-TZVPD" homo_lumo_gap_ev=7.6326 e_above_lowest_kcal_mol=16.90 spin_multiplicity=1 homo_energy_ev=-3.868 charge=-1 lumo_energy_ev=3.764
O 0.0686 -0.6423 -0.3987
N 2.1835 -0.6295 -0.3099
C -2.3460 0.1537 0.0517
N 1.0898 -0.0942 0.0849
O 0.8628 0.9639 0.6981
O -2.2502 0.3602 1.1535
H 3.0514 -0.0859 -0.2488
O -2.6598 -0.0258 -1.0307

=====

No. 2
6
Properties=species:S:1:pos:R:3 method="wB97M-V/def2-TZVPD" homo_lumo_gap_ev="5.5215 / 7.4275" e_above_lowest_kcal_mol=58.98 spin_multiplicity=3 homo_energy_ev="-1.457 / -4.351" charge=-1 lumo_energy_ev="4.064 / 3.076"
N 0.3530 -1.3619 0.5254
O 1.7999 0.0462 -0.7003
H -2.2138 0.0527 -0.2691
N -0.1846 1.3962 -0.2340
S -0.8783 0.5398 0.7318
C 1.1239 -0.6730 -0.0537

=====

No. 3
6
Properties=species:S:1:pos:R:3 method="wB97M-V/def2-TZVPD" homo_lumo_gap_ev=12.4102 smiles=c1nnno1 e_above_lowest_kcal_mol=94.73 spin_multiplicity=1 homo_energy_ev=-11.562 charge=0 lumo_energy_ev=0.848
N -1.0384 -0.4990 0.0065
C 1.0587 -0.0369 0.0580
H 2.0043 -0.3636 0.0769
N -0.9013 0.6343 0.0346
N 0.4449 1.1281 -0.0546
O 0.2634 -1.0324 -0.0413

=====

No. 4
7
Properties=species:S:1:pos:R:3 method="wB97M-V/def2-TZVPD" homo_lumo_gap_ev=10.1099 smiles="O=c1nn[nH]o1" e_above_lowest_kcal_mol=80.59 spin_multiplicity=1 homo_energy_ev=-10.780 charge=0 lumo_energy_ev=-0.670
C 0.8002 0.1472 -0.1500
N -0.2280 1.2479 -0.0262
O 2.0377 -0.0031 0.1109
N -1.2711 -0.5835 -0.1099
N -1.3450 0.5821 0.0933
O 0.0774 -1.0416 -0.0438
H -1.8131 -1.2510 0.6631

=====

No. 5
7
Properties=species:S:1:pos:R:3 method="wB97M-V/def2-TZVPD" homo_lumo_gap_ev="6.4147 / 6.4114" e_above_lowest_kcal_mol=199.98 spin_multiplicity=1 homo_energy_ev="-10.793 / -10.791" charge=0 lumo_energy_ev="-4.378 / -4.380"
H 0.5706 0.1612 -0.0014
N -0.9912 -0.8668 0.1116
N -3.7614 -2.5372 -1.4583
N -1.4644 -0.0491 -0.5304
C -3.3826 -1.6884 -0.8084
O -1.3771 1.0337 -1.0263
O 0.4138 -0.7379 0.3950

=====

No. 6
7
Properties=species:S:1:pos:R:3 method="wB97M-V/def2-TZVPD" homo_lumo_gap_ev=10.1673 smiles="O=c1nn[nH]o1" e_above_lowest_kcal_mol=50.64 spin_multiplicity=1 homo_energy_ev=-10.992 charge=0 lumo_energy_ev=-0.824
N -1.0953 0.8557 -0.0837
C 1.0095 0.1845 -0.1303
O 2.1988 0.1041 -0.0355
O 0.2281 -0.9170 -0.1835
N 0.0898 1.2515 -0.1322
H -1.4056 -0.8909 0.7345
N -1.0253 -0.5879 -0.1693

=====

No. 7
7
Properties=species:S:1:pos:R:3 method="wB97M-V/def2-TZVPD" homo_lumo_gap_ev=11.1236 e_above_lowest_kcal_mol=1.62 spin_multiplicity=1 homo_energy_ev=-10.463 charge=0 lumo_energy_ev=0.661
N 0.4572 0.3649 0.9202
C -1.4719 -0.0338 -0.7366
O -0.6993 -0.1192 -1.6085
H 0.5370 -0.0435 1.8476
N 1.3747 0.0092 0.1648
N 2.0916 -0.2105 -0.6784
O -2.2894 0.0329 0.0909

=====

No. 8
8
Properties=species:S:1:pos:R:3 method="wB97M-V/def2-TZVPD" homo_lumo_gap_ev="7.1246 / 7.4783" e_above_lowest_kcal_mol=118.25 spin_multiplicity=1 homo_energy_ev="-8.861 / -9.008" charge=0 lumo_energy_ev="-1.737 / -1.530"
N -0.7199 0.0951 -0.2901
C -2.0257 0.2356 -0.0291
S 2.9885 -0.1685 0.1323
N 0.4550 0.3317 -0.4714
N 1.5174 0.4436 0.1329
O 3.0414 -1.6056 0.3870
H -2.7578 -0.5871 -0.3020
O -2.4989 1.2552 0.4404

=====

No. 9
9
Properties=species:S:1:pos:R:3 method="wB97M-V/def2-TZVPD" homo_lumo_gap_ev=9.1625 e_above_lowest_kcal_mol=128.67 spin_multiplicity=1 homo_energy_ev=-9.854 charge=0 lumo_energy_ev=-0.691
O -0.9151 -2.0992 -0.3685
O -0.1496 -0.8438 -1.9525
N -1.3939 -0.0541 1.5221
S -0.9523 0.6070 0.2781
C 1.7263 1.3969 -0.2251
H -1.0016 -0.9040 2.1071
N 0.6503 1.1545 0.1966
O 2.7056 1.8036 -0.6581
N -0.6697 -1.0609 -0.8996

=====

No. 10
8
Properties=species:S:1:pos:R:3 method="wB97M-V/def2-TZVPD" homo_lumo_gap_ev="7.8529 / 7.8537" e_above_lowest_kcal_mol=92.85 spin_multiplicity=1 homo_energy_ev="-3.954 / -3.954" charge=-1 lumo_energy_ev="3.899 / 3.900"
H -0.2950 -1.0433 -0.2912
O 2.9396 2.9146 -1.4864
C 1.8328 3.2359 -1.1785
N -0.5026 0.1129 -0.1939
N 0.6328 0.7203 -0.1293
N 0.9092 1.6827 0.4925
O 1.0007 3.9469 -1.6649
N 1.4782 2.7215 0.3423

=====

No. 11
11
Properties=species:S:1:pos:R:3 method="wB97M-V/def2-TZVPD" homo_lumo_gap_ev="4.6074 / 4.9236" e_above_lowest_kcal_mol=33.70 spin_multiplicity=3 homo_energy_ev="-1.926 / -5.487" charge=-1 lumo_energy_ev="2.682 / -0.564"
O -2.6116 0.1343 -0.1021
H -0.7838 -0.1258 1.4655
O -0.8350 -1.3494 -0.8859
N 1.4613 0.2623 -0.2092
N 1.1390 1.7457 -1.8737
S -1.7133 -0.8784 0.3571
N 2.2985 1.3226 -0.1129
N 2.1206 2.1640 -1.0464
S -0.5911 -0.0964 -2.2573
O -0.1410 -0.8951 -3.3470
C 0.8218 0.5352 -1.3767

=====

No. 12
4
Properties=species:S:1:pos:R:3 method="wB97M-V/def2-TZVPD" homo_lumo_gap_ev=9.8826 smiles="C1=NO1" e_above_lowest_kcal_mol=130.67 spin_multiplicity=1 homo_energy_ev=-9.698 charge=0 lumo_energy_ev=0.184
H -1.0666 -0.3611 0.6728
N 0.9662 0.2303 -0.0531
C -0.0345 -0.2505 0.4555
O 0.1349 0.3813 -1.0752

=====

No. 13
6
Properties=species:S:1:pos:R:3 method="wB97M-V/def2-TZVPD" homo_lumo_gap_ev="7.4328 / 7.4386" smiles="O=C=O.N=S" e_above_lowest_kcal_mol=0.00 spin_multiplicity=1 homo_energy_ev="-9.043 / -9.041" charge=0 lumo_energy_ev="-1.610 / -1.603"
O 1.4121 0.6037 1.0948
C 1.9458 0.2718 0.1367
S -2.4555 0.8936 0.0182
N -1.5625 -0.3725 -0.4258
H -1.9029 -1.2463 -0.0870
O 2.5632 -0.1504 -0.7368

=====

No. 14
6
Properties=species:S:1:pos:R:3 method="wB97M-V/def2-TZVPD" homo_lumo_gap_ev=10.0169 smiles="O=C[N+](=O)[O-]" e_above_lowest_kcal_mol=55.96 spin_multiplicity=1 homo_energy_ev=-11.198 charge=0 lumo_energy_ev=-1.181
O -1.5044 0.6395 0.3606
O 0.8784 -0.9939 1.1507
N 0.3782 -0.6485 0.0400
C -0.3448 0.6118 0.0492
O 0.2871 -0.9850 -1.1761
H 0.3055 1.3760 -0.4244

=====

No. 15
6
Properties=species:S:1:pos:R:3 method="wB97M-V/def2-TZVPD" homo_lumo_gap_ev=9.2935 smiles="O=C=O.N=O" e_above_lowest_kcal_mol=0.00 spin_multiplicity=1 homo_energy_ev=-9.916 charge=0 lumo_energy_ev=-0.623
C 1.5168 -0.3922 -0.0032
O 1.8009 0.7162 0.0130
O 1.2611 -1.5079 -0.0098
N -1.2247 0.2057 0.2264
O -1.4735 0.0990 -0.9455
H -1.8806 0.8791 0.7190

=====

No. 16
9
Properties=species:S:1:pos:R:3 method="wB97M-V/def2-TZVPD" homo_lumo_gap_ev=9.5082 e_above_lowest_kcal_mol=0.00 spin_multiplicity=1 homo_energy_ev=-10.723 charge=0 lumo_energy_ev=-1.214
O -0.2658 -0.9418 -0.9392
S -0.7381 -0.3408 0.3155
O 1.8389 0.4090 0.5854
N -0.5571 2.5142 -0.5579
S 2.7788 -0.1426 -0.3433
O 2.8518 -1.5408 -0.4050
O -2.3564 -0.4275 0.4696
H -2.8650 -0.9700 1.0463
C -0.6870 1.4403 -0.1713

=====

No. 17
9
Properties=species:S:1:pos:R:3 method="wB97M-V/def2-TZVPD" homo_lumo_gap_ev=5.8316 e_above_lowest_kcal_mol=4.78 spin_multiplicity=1 homo_energy_ev=-0.024 charge=-2 lumo_energy_ev=5.808
C 0.3660 -0.5331 -0.3435
O 0.6164 -3.8872 0.2540
N -0.6357 2.6230 0.2798
O 0.2148 3.5449 0.3617
H 0.1844 0.0854 0.5131
O 1.2562 -0.4162 -1.1228
O -0.5641 -1.4468 -0.2609
O -1.4450 2.7156 -0.7078
S 0.0071 -2.6856 1.0264

=====

No. 18
9
Properties=species:S:1:pos:R:3 method="wB97M-V/def2-TZVPD" homo_lumo_gap_ev=8.4936 e_above_lowest_kcal_mol=43.73 spin_multiplicity=1 homo_energy_ev=-9.551 charge=0 lumo_energy_ev=-1.058
O 1.2581 0.2279 1.7705
C -0.1055 -0.3799 -1.1526
O 0.0599 -1.0823 -2.1291
O 0.8403 0.4314 -0.7212
N -1.3152 -0.1828 -0.5715
S 0.6960 1.3150 0.6769
O -2.0399 -0.9426 0.0121
O -0.7493 1.2025 0.8504
H 1.3555 -0.5891 1.2645

=====

No. 19
7
Properties=species:S:1:pos:R:3 method="wB97M-V/def2-TZVPD" homo_lumo_gap_ev="6.8608 / 6.8600" e_above_lowest_kcal_mol=49.94 spin_multiplicity=1 homo_energy_ev="-8.825 / -8.824" charge=0 lumo_energy_ev="-1.964 / -1.964"
H 1.9164 0.4687 0.3835
C 0.8795 0.1981 -0.2103
P -0.5313 1.3862 0.7269
P -2.2997 1.0215 -0.0169
O 0.7636 0.3978 -1.3986
S 0.3344 -1.5938 0.3478
N -1.0629 -1.8784 0.1676

=====

No. 20
5
Properties=species:S:1:pos:R:3 method="wB97M-V/def2-TZVPD" homo_lumo_gap_ev="7.3063 / 7.3018" e_above_lowest_kcal_mol=17.79 spin_multiplicity=1 homo_energy_ev="-8.592 / -8.602" charge=0 lumo_energy_ev="-1.286 / -1.300"
N 0.2308 -0.6452 0.3454
C 3.9528 0.0471 -0.3040
S 1.3140 -0.8542 -0.7190
H 0.5131 -0.0771 1.1654
O 4.2196 0.5216 0.6735

=====

No. 21
6
Properties=species:S:1:pos:R:3 method="wB97M-V/def2-TZVPD" homo_lumo_gap_ev=8.4081 smiles="O=Cn1ss1" e_above_lowest_kcal_mol=29.67 spin_multiplicity=1 homo_energy_ev=-8.635 charge=0 lumo_energy_ev=-0.227
S -1.2334 1.4866 -0.3255
S -1.8633 -0.4016 0.0176
C 0.9011 -0.2835 -0.0483
H 1.8710 0.0806 0.3783
O 0.7389 -1.2447 -0.7092
N -0.4143 0.3626 0.6871

=====

No. 22
7
Properties=species:S:1:pos:R:3 method="wB97M-V/def2-TZVPD" homo_lumo_gap_ev=7.3068 smiles="N=C=P#S#P=S" e_above_lowest_kcal_mol=6.91 spin_multiplicity=1 homo_energy_ev=-8.452 charge=0 lumo_energy_ev=-1.145
P 1.4503 1.5719 -0.4410
N 1.0106 -0.9736 0.7536
S -2.9631 -0.6070 -0.3628
S -0.4635 1.0131 -1.4120
H 1.5185 -1.8054 0.9872
C 1.1735 0.0953 0.2361
P -1.7263 0.7057 0.2390

=====

No. 23
5
Properties=species:S:1:pos:R:3 method="wB97M-V/def2-TZVPD" homo_lumo_gap_ev=5.6490 e_above_lowest_kcal_mol=53.44 spin_multiplicity=1 homo_energy_ev=-8.899 charge=0 lumo_energy_ev=-3.250
C -1.3180 0.1915 -0.0003
S 1.9240 -0.7971 -0.0375
H 2.5376 0.3611 0.0968
N -0.2119 -0.2498 -0.0826
S -2.9317 0.4943 0.0237

=====

No. 24
6
Properties=species:S:1:pos:R:3 method="wB97M-V/def2-TZVPD" homo_lumo_gap_ev="7.0925 / 7.0996" e_above_lowest_kcal_mol=86.09 spin_multiplicity=1 homo_energy_ev="-3.761 / -3.762" charge=-1 lumo_energy_ev="3.331 / 3.337"
H 0.6734 -0.3695 0.1707
C -1.7813 -0.0105 0.1268
O -0.1147 2.0219 -0.0395
S -2.9802 -1.0527 0.1198
O 0.1856 -1.1091 -0.1989
S -1.5444 1.6031 -0.0058

=====

No. 25
7
Properties=species:S:1:pos:R:3 method="wB97M-V/def2-TZVPD" homo_lumo_gap_ev="2.8961 / 4.4285" e_above_lowest_kcal_mol=142.46 spin_multiplicity=1 homo_energy_ev="-1.910 / -2.188" charge=-1 lumo_energy_ev="0.986 / 2.241"
C -2.7005 1.5626 -0.0217
O 1.6177 -2.1821 -0.6798
S -2.3216 0.0264 -0.3508
S 1.7658 -0.8251 -0.1614
O 2.4166 0.1346 -1.1115
O 2.1056 -0.6905 1.2938
H -2.8836 1.9741 1.0315

=====

No. 26
7
Properties=species:S:1:pos:R:3 method="wB97M-V/def2-TZVPD" homo_lumo_gap_ev="6.7552 / 8.7709" e_above_lowest_kcal_mol=71.15 spin_multiplicity=1 homo_energy_ev="-3.629 / -5.164" charge=-1 lumo_energy_ev="3.126 / 3.606"
O 1.2891 1.5375 -0.7782
O -2.6006 -0.6519 0.5344
H -1.8057 -0.9952 -1.2836
O 2.0188 -0.6630 -0.0633
C -1.6159 -0.7778 -0.2095
O 1.4956 1.0466 1.5612
S 1.2187 0.5039 0.2390

=====

No. 27
4
Properties=species:S:1:pos:R:3 method="wB97M-V/def2-TZVPD" homo_lumo_gap_ev=5.3646 e_above_lowest_kcal_mol=94.42 spin_multiplicity=1 homo_energy_ev=-2.054 charge=-1 lumo_energy_ev=3.310
C 1.3639 1.5503 -0.5483
S 1.3297 1.9843 -2.0485
H -0.1074 -0.3499 -0.0302
O -0.7651 -0.8127 -0.5580

=====

No. 28
6
Properties=species:S:1:pos:R:3 method="wB97M-V/def2-TZVPD" homo_lumo_gap_ev="6.6810 / 6.6570" e_above_lowest_kcal_mol=32.88 spin_multiplicity=1 homo_energy_ev="-8.004 / -8.028" charge=0 lumo_energy_ev="-1.323 / -1.371"
S -1.7821 -0.0172 1.5349
S -1.3162 -0.9671 -1.3815
C -1.5892 -0.5864 0.0788
H 1.0563 -0.3654 0.8315
S 1.4448 0.8564 0.3902
P 2.1865 1.0796 -1.4540

=====

No. 29
6
Properties=species:S:1:pos:R:3 method="wB97M-V/def2-TZVPD" homo_lumo_gap_ev=6.9852 e_above_lowest_kcal_mol=49.93 spin_multiplicity=1 homo_energy_ev=-8.708 charge=0 lumo_energy_ev=-1.722
C 0.3164 -1.5559 -0.2726
I -1.2264 1.4443 1.9707
O 0.3319 3.1290 -0.2139
I -0.8939 -3.0797 0.3024
P -0.4754 1.9481 -0.3607
I 1.9474 -1.8858 -1.4260

=====

No. 30
5
Properties=species:S:1:pos:R:3 method="wB97M-V/def2-TZVPD" homo_lumo_gap_ev=6.8661 spin_multiplicity=1 homo_energy_ev=-12.644 charge=+1 lumo_energy_ev=-5.778
K 0.5853 1.1425 -1.2150
O -3.1306 -0.0157 0.1256
Mg 3.0740 -1.0028 0.8372
O 1.4828 -0.3033 0.2908
C -2.0115 0.1793 -0.0386

=====

No. 31
5
Properties=species:S:1:pos:R:3 method="wB97M-V/def2-TZVPD" homo_lumo_gap_ev="9.2428 / 9.2440" e_above_lowest_kcal_mol=186.29 spin_multiplicity=1 homo_energy_ev="-11.971 / -11.972" charge=0 lumo_energy_ev="-2.729 / -2.728"
N 0.9056 0.0190 -0.0064
O 1.3858 -1.0468 -0.0145
N -2.3200 0.0579 -0.0438
O 1.2371 1.1349 -0.0008
C -1.2085 -0.1651 0.0655

=====

No. 32
6
Properties=species:S:1:pos:R:3 method="wB97M-V/def2-TZVPD" homo_lumo_gap_ev=9.9998 smiles="N#COS(#N)=O" e_above_lowest_kcal_mol=110.59 spin_multiplicity=1 homo_energy_ev=-12.145 charge=0 lumo_energy_ev=-2.145
S 1.2777 0.1191 0.1306
O -0.1303 -0.8938 0.0365
N 0.9853 1.5074 0.0768
N -2.3097 0.1281 0.1313
O 2.4486 -0.6833 0.1234
C -1.2453 -0.2890 0.1293

=====

No. 33
7
Properties=species:S:1:pos:R:3 method="wB97M-V/def2-TZVPD" homo_lumo_gap_ev="4.6509 / 4.6557" e_above_lowest_kcal_mol=87.92 spin_multiplicity=1 homo_energy_ev="-9.303 / -9.301" charge=0 lumo_energy_ev="-4.653 / -4.645"
N 1.0863 0.3338 -1.3689
C -1.6785 -0.4796 1.7405
O 1.6804 0.1444 -2.3977
N -0.8733 -0.4987 0.8874
S -2.9853 -0.3101 2.7150
O 0.4808 1.2871 -1.0035
S 1.2474 -1.0550 -0.3100

=====

No. 34
6
Properties=species:S:1:pos:R:3 method="wB97M-V/def2-TZVPD" homo_lumo_gap_ev=11.1585 smiles="N#CO[N+](=O)[O-]" e_above_lowest_kcal_mol=105.39 spin_multiplicity=1 homo_energy_ev=-11.832 charge=0 lumo_energy_ev=-0.673
O -0.1200 -0.9295 0.0413
N -2.2279 0.2452 -0.0297
N 0.9951 0.1245 0.0045
C -1.2180 -0.2927 -0.0041
O 0.5131 1.1845 0.0167
O 2.0578 -0.3319 -0.0286

=====

No. 35
7
Properties=species:S:1:pos:R:3 method="wB97M-V/def2-TZVPD" homo_lumo_gap_ev="9.3922 / 9.3914" e_above_lowest_kcal_mol=14.12 spin_multiplicity=1 homo_energy_ev="-5.820 / -5.820" charge=-1 lumo_energy_ev="3.572 / 3.572"
O -0.3413 0.9264 0.7259
O 0.4199 -2.5795 -0.1066
O 1.5505 -0.7868 0.3902
N -0.7375 2.3501 -1.1388
N -0.6404 -0.8034 0.3112
N 0.4975 -1.3811 0.1893
C -0.4833 1.7108 -0.2057

=====

No. 36
7
Properties=species:S:1:pos:R:3 method="wB97M-V/def2-TZVPD" homo_lumo_gap_ev="9.6087 / 5.0885" e_above_lowest_kcal_mol=123.70 spin_multiplicity=1 homo_energy_ev="-10.715 / -7.695" charge=0 lumo_energy_ev="-1.106 / -2.607"
N 1.0377 0.4186 -1.0093
O 1.5768 0.4553 -3.1847
C 0.1549 0.4597 -0.0342
N 0.8756 0.6325 -2.2485
N -1.4716 -0.7471 2.9671
N -0.2614 0.4426 1.0369
O -1.9121 -1.6616 2.4727

=====

No. 37
6
Properties=species:S:1:pos:R:3 method="wB97M-V/def2-TZVPD" homo_lumo_gap_ev="6.1971 / 6.2020" e_above_lowest_kcal_mol=80.36 spin_multiplicity=1 homo_energy_ev="0.171 / 0.169" charge=-2 lumo_energy_ev="6.369 / 6.371"
N 1.6125 -0.6127 0.0712
N 0.2509 1.1066 -0.0481
N 1.5606 0.7078 0.0574
C -0.4451 -0.0366 -0.0185
N 0.3415 -1.0815 -0.0245
S -3.3204 -0.0836 -0.0374

=====

No. 38
6
Properties=species:S:1:pos:R:3 method="wB97M-V/def2-TZVPD" homo_lumo_gap_ev="5.5954 / 5.5920" e_above_lowest_kcal_mol=49.65 spin_multiplicity=1 homo_energy_ev="-1.899 / -1.901" charge=-1 lumo_energy_ev="3.696 / 3.691"
O 1.3606 1.0976 -0.2770
N -1.3083 0.0872 0.3444
O 1.5296 -1.1500 -0.2438
S -1.8974 -0.2311 1.7143
S -1.0235 0.2263 -1.2268
C 1.3392 -0.0300 -0.3111

=====

No. 39
6
Properties=species:S:1:pos:R:3 method="wB97M-V/def2-TZVPD" homo_lumo_gap_ev="6.4434 / 6.4424" e_above_lowest_kcal_mol=8.56 spin_multiplicity=1 homo_energy_ev="-4.233 / -4.232" charge=-1 lumo_energy_ev="2.210 / 2.210"
S 1.8494 -0.7685 -0.4160
O 2.3199 -1.5855 0.7014
C -2.3672 0.6783 0.1213
N -3.0699 1.5609 0.4376
S -1.2702 -0.4554 -0.4005
O 2.5379 0.5702 -0.4438

=====

No. 40
6
Properties=species:S:1:pos:R:3 method="wB97M-V/def2-TZVPD" homo_lumo_gap_ev="5.1834 / 7.7337" e_above_lowest_kcal_mol=67.52 spin_multiplicity=3 homo_energy_ev="-0.737 / -5.223" charge=-1 lumo_energy_ev="4.447 / 2.511"
O 1.6968 -0.9429 -0.4424
N 1.0276 -0.0425 0.0502
O 1.3713 1.1293 -0.0507
C -1.8721 0.3672 0.3615
O -2.2113 -0.1636 -0.6015
O -0.0123 -0.3475 0.6830